ORCA calculation (ωB97M-V/def2-TZVPD) on the molecule C5H5NO.

Output
Relative energy (zero: lowest compared OMol25 entry of this formula, charge and spin) in eV: 5.743
Orbital gap in eV: 11.03
E_tot in a.u.: -323.308639
Charge: 0
Spin multiplicity: 1
E_HOMO in hartree: -0.38606
Molecular weight in g/mol: 95.10
LUMO energy in eV: 0.5

Each line ends with the Mulliken charge.
Atoms and positions in Å:
1 C 0.968 1.012 0.164  -0.54
2 C -1.235 -1.799 0.870  -0.61
3 N -2.277 -0.036 -0.952  -0.63
4 C -0.228 -1.212 0.372  -0.01
5 H 1.212 1.785 -0.567  0.30
6 H 0.872 -0.562 -1.391  0.28
7 H 0.266 1.434 0.898  0.31
8 H 1.959 -0.086 1.399  0.35
9 C 0.316 -0.165 -0.544  0.29
10 H -2.901 -0.656 -0.434  0.32
11 O 2.173 0.600 0.751  -0.50
12 C -1.127 -0.316 -0.568  0.44